Below is a single C16H28N2O3 molecule, with properties calculated with ωB97M-V/def2-TZVPD.

Computed properties:
Energy (hartree): -961.7455
Molar mass (g/mol): 296.41
LUMO level (eV): 0.855
Relative energy (zero: lowest compared OMol25 entry of this formula, charge and spin) (kcal per mole): 12.2
HOMO energy (Ha): -0.32831
SMILES: COC(=O)[C@H](CC(C)C)NC(=O)NCCC1=CCCCC1

Geometry as XYZ:
```
49
Properties=species:S:1:pos:R:3:mulliken_charge:R:1
C -2.63 1.85 -2.56 -0.80
O -2.70 0.72 -1.70 -0.28
C -1.89 0.67 -0.65 0.48
O -1.07 1.50 -0.37 -0.63
C -2.09 -0.61 0.16 0.16
C -3.13 -0.43 1.27 -1.28
C -4.51 0.03 0.77 0.90
C -4.65 1.54 0.86 -1.45
C -5.62 -0.65 1.58 -1.77
N -0.82 -1.00 0.73 -0.22
C 0.04 -1.77 -0.03 0.52
O -0.33 -2.41 -0.99 -0.68
N 1.31 -1.82 0.47 -0.22
C 2.38 -2.32 -0.36 -0.91
C 2.97 -1.22 -1.26 -1.25
C 3.48 -0.07 -0.44 0.60
C 2.73 0.98 -0.15 -0.34
C 3.17 2.14 0.70 -0.72
C 4.69 2.14 0.89 -0.78
C 5.16 0.74 1.24 -0.82
C 4.89 -0.20 0.07 -0.51
H -2.54 1.49 -3.58 0.26
H -1.76 2.46 -2.29 0.37
H -3.54 2.44 -2.44 0.27
H -2.40 -1.41 -0.53 0.46
H -2.74 0.30 1.99 0.36
H -3.21 -1.39 1.78 0.37
H -4.61 -0.27 -0.28 0.24
H -3.83 2.05 0.37 0.28
H -5.58 1.87 0.40 0.38
H -4.66 1.86 1.91 0.40
H -6.59 -0.31 1.24 0.43
H -5.57 -1.73 1.47 0.43
H -5.52 -0.40 2.63 0.37
H -0.40 -0.29 1.31 0.37
H 1.59 -1.08 1.10 0.30
H 3.16 -2.74 0.29 0.43
H 1.96 -3.12 -0.98 0.43
H 2.18 -0.87 -1.93 0.36
H 3.77 -1.64 -1.86 0.44
H 1.71 1.05 -0.52 0.47
H 2.67 2.07 1.67 0.26
H 2.84 3.07 0.24 0.37
H 5.17 2.46 -0.03 0.33
H 4.96 2.85 1.68 0.33
H 4.63 0.38 2.13 0.30
H 6.23 0.74 1.48 0.34
H 5.58 0.02 -0.75 0.29
H 5.08 -1.24 0.37 0.36
```